(1)
{"formula": "C24H29N4O2Pd", "method": "ωB97M-V/def2-TZVPD", "elements": ["Pd", "C", "C", "C", "N", "C", "C", "C", "C", "C", "C", "C", "N", "C", "C", "C", "N", "C", "C", "C", "C", "C", "C", "C", "N", "C", "C", "H", "H", "H", "H", "H", "H", "H", "H", "H", "H", "H", "H", "H", "H", "H", "H", "H", "H", "H", "H", "H", "H", "H", "H", "H", "H", "C", "O", "C", "O", "H", "H", "H"], "xyz": [[-0.04460, -0.15757, 1.03135], [2.52980, -3.36131, 1.24944], [2.52883, -1.98706, 1.95091], [3.03338, -0.80359, 1.08888], [2.09941, 0.30249, 1.08994], [2.29728, 1.50936, 1.52845], [3.45786, 1.84779, 2.29292], [3.82349, 3.02347, 2.89566], [3.23935, 4.29159, 2.80813], [2.10480, 4.67132, 2.08849], [1.22280, 3.88977, 1.38572], [1.17856, 2.47476, 1.20207], [0.13845, 1.90790, 0.67948], [-1.02066, 2.45972, 0.02778], [-2.33906, 2.40509, 0.82651], [-2.83440, 1.05222, 1.41158], [-2.23720, -0.13463, 0.83346], [-2.64569, -1.32207, 1.14987], [-3.72147, -1.54355, 2.08204], [-4.45850, -2.66398, 2.32208], [-4.44400, -3.89545, 1.64000], [-3.53419, -4.33360, 0.68163], [-2.37344, -3.73040, 0.25465], [-1.82735, -2.44889, 0.57797], [-0.58145, -2.15597, 0.35577], [0.40030, -3.04330, -0.23279], [1.14812, -3.89029, 0.83106], [2.95649, -4.10110, 1.92843], [3.18035, -3.33775, 0.37059], [3.13528, -2.03465, 2.85603], [1.51091, -1.76951, 2.27713], [3.09542, -1.12377, 0.04507], [4.04545, -0.51797, 1.38550], [4.12047, 1.01449, 2.48530], [4.71840, 2.96858, 3.50441], [3.74566, 5.07972, 3.35127], [1.87183, 5.72918, 2.11109], [0.37839, 4.41268, 0.95280], [-1.16243, 1.85668, -0.87196], [-0.86430, 3.49545, -0.28952], [-3.09646, 2.78136, 0.13843], [-2.27754, 3.11461, 1.65346], [-3.92111, 1.02225, 1.28991], [-2.63162, 1.04903, 2.48882], [-3.95691, -0.68640, 2.69927], [-5.19897, -2.57833, 3.10817], [-5.22467, -4.59573, 1.90937], [-3.72222, -5.31788, 0.27009], [-1.75292, -4.33406, -0.39541], [1.12115, -2.40964, -0.75240], [-0.04847, -3.69781, -0.98428], [1.28771, -4.89313, 0.42358], [0.51074, -3.98789, 1.71312], [0.58218, 0.67114, 5.26055], [0.52371, 0.77520, 3.81791], [-0.26234, -0.09224, 3.18126], [-0.96074, -0.91242, 3.72421], [1.45827, 1.23268, 5.56820], [0.66145, -0.37432, 5.55042], [-0.31807, 1.09822, 5.69831]], "mulliken_charge": [-0.22, -1.23, -0.02, -0.79, -0.15, 1.29, -0.51, -0.92, -0.54, -0.71, -0.60, 1.06, 0.23, -0.92, -0.93, -0.74, -0.47, 1.54, -0.57, -0.62, -0.41, -0.57, -0.69, 0.62, 0.05, -1.19, -0.56, 0.36, 0.41, 0.53, -0.16, 0.43, 0.39, 0.16, 0.36, 0.38, 0.35, 0.19, 0.27, 0.48, 0.47, 0.24, 0.59, 0.43, 0.36, 0.38, 0.35, 0.36, 0.24, 0.42, 0.53, 0.46, 0.42, -0.86, -0.11, 0.80, -0.56, 0.23, 0.33, 0.30], "homo_ev": [-9.4, -11.5], "total_charge": 1, "fmax_ev_per_a": 0.855, "spin_multiplicity": 5, "s2": 6.170}

---

(2)
{"formula": "C24H29Si", "method": "ωB97M-V/def2-TZVPD", "elements": ["C", "C", "C", "C", "C", "C", "C", "C", "C", "C", "C", "H", "H", "H", "H", "H", "H", "H", "H", "H", "H", "H", "H", "H", "H", "H", "C", "Si", "H", "C", "C", "C", "C", "C", "C", "C", "C", "C", "C", "C", "C", "H", "H", "H", "H", "H", "H", "H", "H", "H", "H", "H", "H", "H"], "xyz": [[-1.07994, -1.15504, 2.10352], [0.06326, -1.89249, 1.40262], [1.46032, -1.95264, 1.92170], [2.13681, -3.17573, 1.95004], [1.42376, -4.49655, 1.91231], [3.51691, -3.16768, 2.10715], [4.23695, -1.98033, 2.32675], [5.72730, -2.01846, 2.37315], [3.52474, -0.79644, 2.44424], [2.15184, -0.76728, 2.28115], [1.45570, 0.52575, 2.56393], [-1.95614, -1.80973, 2.13009], [-0.77558, -0.89721, 3.11631], [-1.40041, -0.23903, 1.58206], [-0.30789, -2.90212, 1.11173], [2.18357, -5.26186, 1.78485], [0.92103, -4.71210, 2.86257], [0.70780, -4.56974, 1.09475], [4.02207, -4.13771, 2.08761], [6.11304, -1.00796, 2.50698], [6.09217, -2.63484, 3.20262], [6.16603, -2.42761, 1.45154], [4.05212, 0.11704, 2.67134], [2.20456, 1.29432, 2.80610], [0.88045, 0.88601, 1.70081], [0.77513, 0.48577, 3.43461], [0.02313, 0.10328, -3.30299], [-1.08756, 0.77831, -2.04352], [0.36064, -1.27094, 0.58219], [-0.76426, 2.50020, -1.43184], [-0.19521, 2.90993, -0.19680], [0.06515, 4.26432, 0.01485], [-0.25478, 5.19846, -0.99587], [-0.82068, 4.79997, -2.21800], [-1.08202, 3.43990, -2.44052], [-2.90578, 0.50767, -2.22675], [-3.84754, 0.21251, -1.19982], [-5.20694, 0.17216, -1.52366], [-5.60891, 0.39022, -2.85748], [-4.68184, 0.61676, -3.88246], [-3.31194, 0.64213, -3.57637], [-0.11195, 0.63230, -4.25112], [1.06106, 0.21247, -2.95781], [-0.18131, -0.96788, -3.43890], [0.01159, 2.14697, 0.56151], [0.51052, 4.59414, 0.96178], [-0.05475, 6.25146, -0.82534], [-1.07096, 5.52158, -3.00367], [-1.52488, 3.08796, -3.38588], [-3.47805, 0.04790, -0.17735], [-5.94621, -0.01640, -0.73803], [-6.66229, 0.35384, -3.10169], [-4.98795, 0.78295, -4.92046], [-2.54186, 0.78155, -4.35454]], "mulliken_charge": [-1.13, 0.03, 1.16, 0.51, -1.63, -0.85, 0.31, -1.48, -0.88, 1.09, -0.67, 0.41, 0.33, 0.12, 0.00, 0.38, 0.32, 0.37, 0.32, 0.34, 0.33, 0.33, 0.26, 0.39, -0.47, 0.30, -0.99, -0.03, 0.00, 0.68, 0.17, -0.49, -0.45, -0.72, -0.48, 0.86, -0.30, -0.54, -0.44, -0.70, -0.24, 0.40, 0.39, 0.41, 0.06, 0.41, 0.39, 0.38, 0.28, 0.28, 0.40, 0.39, 0.37, 0.28], "homo_ev": -10.4, "de_lowest_kcal_mol": 29.3, "total_charge": 1, "fmax_ev_per_a": 2.554}